Entry 1:
# C3H12O3S

3 unconnected molecules or ions with the total composition C3H12O3S at a distorted geometry (ωB97M-V/def2-TZVPD, OMol25).

Last column: natural (NBO) charge in e.
Positions of all 19 atoms, in Å:
O1 0.52 0.44 -3.21  -0.74
C1 0.66 1.03 -1.92  -0.06
C2 1.17 0.02 -0.93  -0.44
C3 0.57 -1.43 -0.82  -0.49
S1 1.30 -2.33 0.64  -0.08
H1 0.85 0.93 -3.93  0.48
H2 1.34 1.91 -1.94  0.18
H3 -0.32 1.50 -1.53  0.16
H4 2.25 0.11 -0.87  0.22
H5 1.02 0.36 0.14  0.20
H6 0.58 -1.93 -1.86  0.24
H7 -0.40 -1.54 -0.50  0.21
H8 1.25 -3.55 0.10  0.14
O2 0.05 0.76 4.25  -0.96
H9 -0.08 1.59 3.85  0.47
H10 0.73 0.20 3.88  0.48
O3 -4.19 0.68 1.40  -0.94
H11 -3.75 1.27 2.04  0.47
H12 -3.53 -0.02 1.21  0.47

HOMO level   -9.20 eV
Orbital gap   9.51 eV
Energy relative to the best compared isomer or geometry (same formula, charge and spin)   154.8 kJ/mol
LUMO   0.310 eV
Multiplicity   1
Electronic energy   -745.341659 Ha
Structure (SMILES)   OCCCS.O.O
Maximum force   3.27 eV Å⁻¹

Entry 2:
# C34H37N4OPbS2Te

A molecular structure, C34H37N4OPbS2Te (ωB97M-V/def2-TZVPD, OMol25).

Last column: Löwdin charge in e.
Positions of all 80 atoms, in Å:
Pb1 0.19 0.01 0.07  1.32
S1 0.88 2.97 5.16  1.06
C1 0.99 4.11 6.42  -0.37
C2 0.85 5.39 5.96  -0.14
C3 0.66 5.45 4.57  -0.09
C4 0.65 4.21 3.97  -0.48
C5 0.45 3.90 2.57  -0.16
C6 0.47 2.57 2.11  -0.06
N1 0.29 2.23 0.84  -0.02
C7 0.05 3.18 -0.09  -0.16
C8 0.02 4.54 0.26  -0.11
C9 -0.24 5.52 -0.76  0.03
C10 -0.45 5.15 -2.04  0.02
C11 -0.44 3.77 -2.42  -0.10
C12 -0.68 3.35 -3.74  0.10
C13 -0.66 2.00 -4.08  -0.16
C14 -0.38 1.10 -3.03  -0.08
N2 -0.15 1.48 -1.79  -0.04
C15 -0.18 2.79 -1.45  -0.17
C16 -0.93 1.53 -5.42  -0.47
C17 -1.11 2.27 -6.56  -0.09
C18 -1.37 1.49 -7.71  -0.14
C19 -1.39 0.16 -7.43  -0.36
S2 -1.10 -0.16 -5.79  1.07
C20 0.23 4.88 1.60  0.10
H1 1.15 3.79 7.43  0.09
H2 0.89 6.26 6.61  0.12
H3 0.53 6.38 4.03  0.12
H4 0.63 1.77 2.81  0.07
H5 -0.26 6.56 -0.47  0.14
H6 -0.65 5.89 -2.80  0.14
H7 -0.89 4.10 -4.48  0.14
H8 -0.35 0.04 -3.23  0.08
H9 -1.04 3.35 -6.59  0.12
H10 -1.53 1.90 -8.69  0.13
H11 -1.57 -0.65 -8.12  0.09
H12 0.21 5.93 1.88  0.14
N3 -3.54 0.71 -0.39  0.20
C21 -2.44 0.37 -0.37  -0.04
H13 -4.51 1.00 -0.42  0.13
C22 3.64 1.35 -1.81  -0.35
Te1 2.97 -0.53 -1.05  1.38
C23 4.23 -0.44 0.69  -0.36
H14 3.78 2.06 -0.99  0.03
H15 2.90 1.72 -2.52  0.01
H16 4.58 1.18 -2.32  0.03
H17 5.25 -0.47 0.33  0.03
H18 4.02 -1.32 1.29  0.02
H19 4.05 0.47 1.25  0.02
C24 1.13 -2.37 -3.91  -0.10
C25 0.12 -2.76 -2.85  -0.28
O1 0.65 -2.57 -1.50  -0.27
H20 0.71 -2.55 -4.90  0.08
H21 2.04 -2.98 -3.82  0.09
H22 1.42 -1.32 -3.84  0.04
H23 -0.18 -3.80 -2.97  0.13
H24 -0.78 -2.14 -2.90  0.10
H25 1.21 -3.33 -1.32  0.09
C26 -1.20 -4.38 0.93  -0.06
N4 -2.17 -3.72 1.76  -0.28
C27 -3.49 -4.28 1.87  -0.05
C28 -2.01 -2.31 1.89  -0.17
C29 -0.72 -1.93 2.63  -0.22
C30 -0.45 -2.57 3.84  0.02
C31 0.70 -2.30 4.56  -0.01
C32 1.62 -1.36 4.10  -0.03
C33 1.38 -0.71 2.89  -0.15
C34 0.21 -1.02 2.24  -0.18
H26 -1.37 -5.46 0.94  0.10
H27 -0.19 -4.20 1.31  0.09
H28 -1.24 -4.04 -0.12  0.08
H29 -3.42 -5.35 2.05  0.10
H30 -4.10 -4.14 0.96  0.09
H31 -4.03 -3.83 2.70  0.09
H32 -2.86 -1.91 2.44  0.14
H33 -1.98 -1.81 0.90  0.06
H34 -1.16 -3.32 4.18  0.14
H35 0.90 -2.83 5.48  0.13
H36 2.52 -1.12 4.65  0.13
H37 2.09 0.03 2.53  0.09

HOMO level   -14.98 eV
Orbital gap   4.21 eV
Energy relative to the best compared isomer or geometry (same formula, charge and spin)   273.0 kJ/mol
LUMO   -10.767 eV
Multiplicity   1
Electronic energy   -2868.283848 Ha
Maximum force   0.81 eV Å⁻¹
Net charge   +3

Entry 3:
# C12H21N7O3

A single C12H21N7O3 molecule at a distorted geometry (ωB97M-V/def2-TZVPD, OMol25).

Last column: natural (NBO) charge in e.
Positions of all 43 atoms, in Å:
H1 2.28 -4.77 -2.42  0.33
N1 2.91 -3.96 -2.47  -0.77
C1 2.60 -3.04 -1.65  0.58
N2 3.25 -1.77 -1.68  -0.84
N3 1.67 -3.15 -0.66  -0.67
C2 0.54 -4.04 -0.78  -0.23
C3 -0.85 -3.74 -0.04  -0.40
C4 -1.67 -2.58 -0.51  -0.41
C5 -1.16 -1.11 -0.24  -0.13
N4 0.15 -0.85 -0.83  -0.62
C6 0.74 0.38 -0.83  0.71
O1 1.65 0.62 -1.63  -0.65
C7 0.19 1.45 0.17  -0.11
N5 1.02 1.59 1.32  -0.80
C8 -0.15 2.83 -0.65  -0.44
C9 -0.86 3.71 0.37  0.08
C10 -1.50 4.84 0.01  -0.11
N6 -2.02 5.39 1.20  -0.53
C11 -1.67 4.54 2.13  0.21
N7 -0.96 3.52 1.77  -0.51
C12 -1.17 -0.98 1.35  0.78
O2 -0.23 -1.21 2.08  -0.57
O3 -2.44 -0.79 1.82  -0.71
H2 3.72 -1.81 -2.59  0.38
H3 2.57 -1.00 -1.74  0.40
H4 1.85 -2.76 0.26  0.42
H5 0.86 -5.02 -0.41  0.18
H6 0.35 -4.28 -1.84  0.20
H7 -1.49 -4.58 -0.20  0.22
H8 -0.71 -3.70 1.09  0.21
H9 -2.63 -2.70 -0.02  0.23
H10 -1.86 -2.83 -1.58  0.21
H11 -1.87 -0.39 -0.59  0.21
H12 0.47 -1.45 -1.59  0.42
H13 -0.83 1.05 0.45  0.18
H14 0.39 2.23 1.84  0.40
H15 1.65 2.28 0.90  0.34
H16 0.71 3.38 -0.97  0.23
H17 -0.73 2.60 -1.54  0.23
H18 -1.82 5.41 -0.94  0.23
H19 -2.75 6.07 1.37  0.42
H20 -1.90 4.85 3.12  0.19
H21 -2.41 -0.55 2.78  0.51

HOMO level   -8.25 eV
Orbital gap   8.61 eV
Energy relative to the best compared isomer or geometry (same formula, charge and spin)   253.3 kJ/mol
LUMO   0.359 eV
Multiplicity   1
Electronic energy   -1078.859025 Ha
Structure (SMILES)   [H]/N=C(/N)NCCC[C@H](NC(=O)[C@@H](N)Cc1c[nH]cn1)C(=O)O
Maximum force   3.71 eV Å⁻¹

Entry 4:
# C11H19ClN3O8P3

2 unconnected molecules or ions with the total composition C11H19ClN3O8P3 at a distorted geometry (ωB97M-V/def2-TZVPD, OMol25).

Last column: natural (NBO) charge in e.
Positions of all 45 atoms, in Å:
C1 2.49 0.07 -0.46  -0.64
C2 2.02 -0.03 -2.01  0.07
O1 3.07 0.48 -2.92  -0.76
C3 1.62 -1.55 -2.34  -0.11
O2 0.46 -1.69 -3.20  -0.54
C4 -0.75 -1.88 -2.48  0.80
O3 -1.71 -2.62 -2.86  -0.60
C5 -0.97 -1.13 -1.06  -0.34
C6 -0.64 -1.97 0.20  -0.14
C7 -0.82 -1.28 1.58  -0.39
P1 -0.41 -2.29 3.14  1.26
N1 0.44 -1.38 4.17  -1.33
N2 -1.27 0.12 1.66  -0.60
C8 -1.60 0.95 0.51  0.34
C9 -2.05 2.45 0.86  -0.48
C10 -3.44 2.92 0.19  -0.23
N3 -3.11 4.05 -0.77  -0.85
C11 -1.50 0.39 -0.96  -0.60
P2 -1.98 1.43 -2.44  1.02
O4 -3.51 0.77 -2.94  -1.00
Cl1 -0.70 1.13 -4.10  -0.33
H1 2.88 1.15 -0.30  0.18
H2 1.52 -0.02 0.16  0.24
H3 3.28 -0.70 -0.18  0.27
H4 1.15 0.71 -2.10  0.18
H5 3.40 1.34 -2.55  0.46
H6 1.57 -2.16 -1.37  0.22
H7 2.51 -1.99 -2.93  0.20
H8 -0.27 -3.05 0.19  0.23
H9 0.36 -3.46 2.82  -0.03
H10 -1.59 -2.70 3.85  -0.11
H11 0.59 -0.44 3.78  0.36
H12 -1.37 0.52 2.62  0.41
H13 -2.20 2.55 2.01  0.21
H14 -1.17 3.16 0.62  0.24
H15 -3.86 2.07 -0.45  0.21
H16 -4.20 3.34 0.93  0.19
H17 -3.00 4.93 -0.23  0.33
H18 -2.16 3.90 -1.17  0.37
H19 -3.91 0.33 -2.15  0.49
O5 4.32 -0.68 3.69  -0.89
P3 4.17 -1.69 2.54  2.41
O6 5.20 -1.40 1.44  -0.94
O7 2.76 -1.56 1.94  -0.89
O8 4.38 -3.11 3.08  -0.91

HOMO level   -0.04 eV
Orbital gap   2.49 eV
LUMO   2.453 eV
Multiplicity   1
Electronic energy   -2680.726288 Ha
Maximum force   5.38 eV Å⁻¹
Net charge   -2

Entry 5:
# C18H60O26S5

14 unconnected molecules or ions with the total composition C18H60O26S5 at a distorted geometry (ωB97M-V/def2-TZVPD, OMol25).

Last column: Löwdin charge in e.
Positions of all 109 atoms, in Å:
O1 8.56 -4.87 -3.03  -0.32
S1 7.70 -5.07 -1.79  0.75
O2 6.60 -4.15 -1.48  -0.31
O3 7.13 -6.65 -1.78  -0.27
C1 6.06 -7.07 -1.06  -0.33
C2 6.00 -8.61 -1.11  -0.05
C3 8.83 -5.20 -0.34  -0.12
H1 5.11 -6.62 -1.36  0.12
H2 6.23 -6.74 -0.04  0.11
H3 5.00 -9.00 -0.89  0.07
H4 6.49 -9.18 -0.32  0.07
H5 6.30 -8.95 -2.10  0.08
H6 9.67 -5.87 -0.51  0.07
H7 8.31 -5.45 0.58  0.07
H8 9.30 -4.23 -0.21  0.07
O4 3.96 3.62 1.43  -0.32
S2 5.36 3.28 1.81  0.70
O5 6.24 4.25 2.38  -0.29
O6 5.41 1.86 2.69  -0.27
C4 6.14 1.85 3.89  -0.30
C5 6.36 0.39 4.36  -0.07
C6 6.16 2.60 0.23  -0.08
H9 5.56 2.28 4.70  0.12
H10 7.09 2.37 3.76  0.11
H11 7.04 -0.20 3.75  0.07
H12 5.44 -0.18 4.45  0.08
H13 6.87 0.32 5.33  0.07
H14 6.06 1.51 0.18  0.06
H15 7.23 2.73 0.37  0.06
H16 5.76 3.15 -0.62  0.06
O7 0.10 -1.86 8.94  -0.29
S3 -0.78 -0.70 8.90  0.70
O8 -2.21 -0.77 8.70  -0.29
O9 -0.36 0.19 10.32  -0.25
C7 -1.11 1.34 10.53  -0.31
C8 -0.34 2.64 10.15  -0.07
C9 -0.05 0.38 7.66  -0.12
H17 -1.39 1.41 11.58  0.12
H18 -1.94 1.30 9.83  0.09
H19 0.64 2.52 9.68  0.08
H20 -0.20 3.14 11.11  0.06
H21 -0.97 3.44 9.77  0.07
H22 -0.17 -0.19 6.74  0.07
H23 1.00 0.60 7.90  0.08
H24 -0.55 1.35 7.61  0.06
O10 -1.51 -2.54 0.82  -0.32
S4 -0.49 -2.57 -0.25  0.71
O11 0.65 -3.51 -0.15  -0.32
O12 -1.13 -2.82 -1.77  -0.26
C10 -2.39 -2.30 -2.08  -0.29
C11 -2.29 -1.38 -3.37  -0.05
C12 0.23 -0.88 -0.36  -0.09
H25 -2.99 -1.70 -1.39  0.11
H26 -3.07 -3.15 -2.15  0.11
H27 -1.52 -1.69 -4.07  0.07
H28 -2.17 -0.36 -3.00  0.06
H29 -3.22 -1.20 -3.91  0.07
H30 -0.16 -0.20 0.39  0.06
H31 -0.03 -0.39 -1.30  0.06
H32 1.27 -1.05 -0.11  0.06
O13 -6.44 5.78 -7.07  -0.29
S5 -5.31 6.63 -7.37  0.71
O14 -4.80 7.72 -6.57  -0.30
O15 -4.05 5.68 -7.92  -0.26
C13 -4.49 4.53 -8.53  -0.36
C14 -3.39 4.11 -9.47  -0.06
C15 -5.65 7.54 -9.07  -0.06
H33 -5.42 4.71 -9.07  0.11
H34 -4.70 3.75 -7.79  0.12
H35 -3.64 4.52 -10.45  0.07
H36 -3.29 3.05 -9.70  0.08
H37 -2.44 4.55 -9.19  0.09
H38 -5.16 7.02 -9.90  0.05
H39 -5.36 8.58 -8.91  0.05
H40 -6.74 7.54 -9.11  0.05
O16 1.45 -5.22 -5.42  -0.05
H41 0.52 -5.19 -5.66  0.03
H42 1.47 -5.01 -4.49  0.03
O17 -1.52 3.92 -3.22  -0.06
H43 -2.37 4.31 -3.00  0.03
H44 -0.94 4.67 -3.32  0.03
O18 2.09 2.55 -4.48  -0.05
H45 1.17 2.83 -4.38  0.02
H46 2.05 1.59 -4.47  0.02
O19 -4.97 -2.79 4.54  -0.06
H47 -4.09 -2.75 4.16  0.03
H48 -4.82 -2.67 5.48  0.03
O20 -8.46 -0.77 -2.95  -0.05
H49 -8.49 -1.38 -2.21  0.02
H50 -8.88 0.03 -2.62  0.03
O21 3.30 -1.60 -5.09  -0.05
H51 2.80 -2.35 -5.43  0.02
H52 4.06 -2.00 -4.66  0.03
O22 -8.30 -3.41 0.34  -0.05
H53 -7.36 -3.51 0.51  0.03
H54 -8.61 -2.83 1.03  0.03
O23 2.39 -6.47 4.78  -0.06
H55 2.37 -6.76 3.87  0.03
H56 1.66 -6.94 5.19  0.03
C16 -5.79 3.85 3.04  -0.16
C17 -5.22 2.59 2.43  -0.10
O24 -5.16 2.97 1.05  0.05
C18 -6.02 4.00 0.85  -0.51
O25 -6.19 4.55 -0.25  0.11
O26 -6.53 4.43 2.02  0.07
H57 -5.05 4.61 3.26  0.14
H58 -6.43 3.70 3.91  0.14
H59 -5.93 1.77 2.57  0.13
H60 -4.20 2.35 2.76  0.14

HOMO level   -10.84 eV
Orbital gap   10.61 eV
LUMO   -0.226 eV
Multiplicity   1
Electronic energy   -4668.732758 Ha
Maximum force   5.24 eV Å⁻¹

Question: What is the formula in the fourth record?
Answer: C11H19ClN3O8P3